{
  "formula": "C37H36Cl3IrN13O6S",
  "method": "ωB97M-V/def2-TZVPD",
  "symbols": ["Ir", "C", "C", "C", "C", "C", "N", "C", "C", "C", "C", "C", "C", "C", "N", "C", "C", "C", "N", "C", "C", "N", "C", "C", "C", "N", "H", "H", "H", "H", "H", "H", "H", "H", "H", "H", "H", "H", "H", "H", "H", "H", "H", "H", "N", "N", "C", "N", "N", "N", "O", "O", "H", "H", "H", "H", "H", "Cl", "C", "C", "C", "C", "C", "C", "N", "C", "C", "N", "C", "O", "C", "C", "C", "Cl", "S", "C", "C", "C", "Cl", "C", "H", "H", "H", "H", "H", "H", "H", "H", "H", "H", "H", "H", "H", "O", "N", "O", "O"],
  "positions_angstrom": [[-0.99433, -0.50096, -0.78160], [0.21135, 6.13758, -1.68000], [0.06810, 4.66905, -1.92658], [1.10865, 3.92231, -2.48753], [0.99492, 2.56456, -2.65444], [-0.17640, 1.87239, -2.27612], [-0.23974, 0.49991, -2.38053], [0.48416, -0.07144, -3.42040], [0.36878, 0.45886, -4.71167], [1.02571, -0.11427, -5.77757], [1.81255, -1.25032, -5.59936], [2.48874, -1.92001, -6.75805], [1.92514, -1.78089, -4.31563], [1.28955, -1.19922, -3.23141], [1.51276, -1.75619, -1.93801], [2.55904, -2.55219, -1.62690], [2.21692, -3.31484, -0.54180], [0.91948, -2.91473, -0.23099], [0.49845, -1.95393, -1.04693], [-1.22353, 2.63606, -1.71739], [-1.09353, 3.99692, -1.54751], [-2.46229, 2.03599, -1.40477], [-3.69181, 2.55084, -1.61783], [-4.61168, 1.62325, -1.19911], [-3.85265, 0.54290, -0.74727], [-2.55715, 0.81024, -0.85516], [0.93574, 6.58425, -2.35810], [0.56225, 6.30700, -0.65898], [-0.74053, 6.65494, -1.78972], [2.03127, 4.41590, -2.76342], [1.83385, 1.99526, -3.02943], [-0.28630, 1.30668, -4.86192], [0.90822, 0.30780, -6.76699], [2.60708, -1.23460, -7.59457], [1.89321, -2.76727, -7.10451], [3.47061, -2.30024, -6.47899], [2.51564, -2.67575, -4.17198], [3.46281, -2.52958, -2.21009], [2.82151, -4.04880, -0.04002], [0.26335, -3.30171, 0.52468], [-1.90289, 4.54854, -1.08648], [-3.81411, 3.52220, -2.06454], [-5.68291, 1.70884, -1.22804], [-4.16409, -0.41197, -0.36494], [-3.76808, -2.71214, 0.18526], [-3.05811, -3.51571, -0.70752], [-2.65430, -3.05414, -1.91179], [-2.70247, -3.94448, -2.90552], [-2.24096, -1.78845, -2.03666], [-2.27638, -1.30732, -3.38771], [-2.80591, -0.24270, -3.54657], [-1.74499, -1.97031, -4.25627], [-3.31690, -2.69312, 1.08952], [-4.71123, -3.07354, 0.28452], [-3.10003, -4.51895, -0.59846], [-3.20719, -4.80631, -2.78398], [-2.16148, -3.80742, -3.74359], [5.15118, -1.74858, 1.17466], [3.85112, -1.54119, 2.30369], [3.07192, -0.39895, 2.25239], [2.03716, -0.25299, 3.16438], [1.76314, -1.22386, 4.11960], [0.57471, -1.07559, 5.05400], [-0.57111, -1.98634, 4.59875], [-1.18975, -1.48646, 3.37081], [-2.30368, -0.69206, 3.29311], [-2.48160, -0.40488, 1.98109], [-1.47725, -1.00578, 1.24289], [-0.70671, -1.62484, 2.13079], [0.04333, 0.21985, 5.05891], [0.77213, 1.20151, 5.81156], [0.96692, 2.43474, 4.98606], [-0.04505, 3.17604, 4.45127], [-1.72856, 2.87788, 4.61310], [0.51507, 4.53682, 3.57906], [2.14107, 4.13155, 3.91760], [2.23574, 2.99936, 4.66221], [2.57781, -2.35458, 4.14539], [2.29667, -3.60734, 5.31904], [3.62000, -2.52739, 3.24966], [3.26232, 0.36930, 1.51771], [1.43121, 0.64305, 3.14631], [0.86087, -1.39774, 6.06148], [-1.35093, -2.01892, 5.35674], [-0.20474, -2.99714, 4.43436], [-2.84902, -0.38608, 4.16786], [-3.22776, 0.23075, 1.54947], [0.22995, -2.11106, 1.95017], [1.74573, 0.80740, 6.11155], [0.19737, 1.41952, 6.71491], [2.94134, 4.75306, 3.55080], [3.17553, 2.57564, 4.98842], [4.24540, -3.40755, 3.29998], [-0.93818, 1.82657, 1.26719], [0.20096, 1.60847, 0.91302], [1.16779, 2.28380, 1.16000], [0.45001, 0.51522, 0.17134]],
  "forces_ev_per_angstrom": [[-0.026, -0.358, -0.063], [-0.002, -0.003, -0.001], [0.044, 0.005, -0.011], [-0.019, 0.017, 0.004], [0.016, -0.007, 0.012], [0.049, -0.057, -0.026], [-0.007, 0.042, -0.059], [-0.023, -0.061, 0.015], [-0.036, -0.020, -0.023], [-0.002, -0.005, -0.005], [-0.004, 0.004, -0.005], [0.001, -0.005, 0.003], [0.010, 0.011, -0.005], [0.022, 0.009, -0.007], [-0.048, -0.012, 0.018], [0.005, -0.035, -0.025], [0.004, -0.018, 0.004], [-0.064, -0.043, -0.055], [0.107, 0.091, 0.110], [-0.010, 0.029, 0.099], [-0.015, 0.000, 0.045], [0.087, 0.000, 0.025], [-0.044, -0.013, 0.017], [0.024, 0.007, 0.009], [-0.029, 0.098, 0.046], [-0.076, 0.071, 0.000], [-0.001, 0.000, 0.000], [0.001, -0.002, 0.001], [-0.001, 0.001, 0.001], [-0.002, 0.004, -0.001], [-0.002, 0.003, 0.003], [0.001, 0.006, -0.002], [0.001, 0.000, 0.000], [0.002, 0.000, 0.000], [-0.002, 0.003, -0.002], [0.000, 0.000, 0.000], [0.002, 0.003, -0.010], [0.005, 0.009, 0.007], [0.006, 0.005, 0.010], [-0.005, 0.017, 0.041], [-0.006, 0.003, -0.009], [0.007, -0.003, -0.005], [0.001, -0.008, -0.006], [-0.026, -0.096, -0.007], [-0.147, 0.088, -0.012], [0.184, 0.035, 0.195], [0.071, -0.164, -0.139], [0.161, -0.015, 0.131], [-0.072, 0.262, 0.120], [-0.092, -0.106, -0.069], [0.087, 0.054, 0.029], [0.063, 0.064, 0.040], [0.091, -0.003, 0.025], [0.017, 0.035, -0.021], [-0.014, -0.005, -0.020], [-0.069, 0.038, 0.001], [-0.032, 0.075, -0.035], [-0.022, -0.013, -0.022], [0.018, 0.005, -0.027], [-0.062, 0.007, 0.024], [0.013, 0.025, -0.012], [0.052, 0.028, 0.031], [-0.019, -0.041, -0.048], [-0.046, 0.040, 0.032], [0.102, 0.064, -0.037], [-0.081, -0.084, -0.002], [-0.060, -0.051, 0.086], [-0.218, -0.350, -0.186], [-0.042, 0.044, 0.059], [-0.042, -0.058, -0.036], [0.005, 0.021, -0.021], [0.008, 0.031, 0.016], [-0.029, -0.007, -0.012], [0.020, 0.007, 0.008], [-0.001, 0.013, 0.042], [-0.012, 0.013, -0.023], [-0.002, -0.002, 0.010], [-0.027, -0.005, -0.009], [0.027, 0.002, 0.002], [-0.004, -0.014, 0.004], [0.011, 0.039, -0.034], [-0.008, 0.011, -0.018], [-0.006, 0.003, 0.003], [0.016, 0.031, 0.016], [-0.048, -0.016, -0.022], [0.002, 0.004, 0.004], [0.025, -0.014, -0.016], [0.032, -0.015, -0.032], [0.002, -0.010, -0.007], [0.004, 0.000, -0.005], [0.002, -0.001, 0.001], [0.002, 0.000, 0.002], [0.001, 0.003, 0.001], [0.031, 0.079, -0.112], [-0.073, 0.175, -0.042], [0.094, -0.158, 0.023], [0.144, 0.143, -0.029]],
  "fmax_ev_per_a": 0.45,
  "spin_multiplicity": 2,
  "e_above_lowest_ev": 0.394,
  "orbital_gap_ha": [0.2616, 0.1779],
  "charge": 2
}